(1)
Here is a 15-piece molecular cluster, C12H59IN4O16P3S overall from the Open Molecules 2025 dataset. Energies are from wB97M-V/def2-TZVPD.

HOMO-LUMO gap, eV: 6.3896
HOMO level, eV: -11.6
Lowest unoccupied orbital energy, Ha: -0.193

```
! RIJCOSX wB97M-V def2-TZVPD def2/J DEFGRID3
* xyz 1 1
P -2.6270 3.1907 -0.2034
H -7.2301 2.7248 -2.6181
O 0.6970 -3.2770 5.9863
H -4.4088 -2.6714 0.0792
P -0.1093 1.5362 0.1544
C -2.6871 0.3764 0.1040
O -1.7648 2.4873 4.0781
H 3.5605 -2.3860 -1.1360
H -2.8324 2.7897 -4.1683
H 0.4211 0.2844 0.6233
H -1.5647 -2.9003 4.2250
H -2.3631 0.1563 3.0832
H -5.0625 -2.0289 1.8294
H 1.0483 4.5997 -3.7648
H 6.1854 1.0094 0.5915
C -0.6007 -2.8803 -0.8361
H 1.8362 -4.2847 0.8988
H -1.1964 2.5710 3.2978
H 1.0267 3.3157 0.6074
H -1.8035 3.3864 4.4371
H 1.7665 4.3328 3.9350
H -0.1728 7.1839 -6.7346
O -2.4029 2.5053 -4.9890
H 6.8397 -5.3601 0.0044
H 4.5975 -2.6414 4.6120
H 5.5872 -1.7213 2.5563
H 6.6181 -4.0134 -0.6801
C -1.6623 -1.6168 -1.0569
H -2.6514 -2.0732 -1.4928
C -2.5895 -0.9809 3.2451
H 5.5180 -1.6896 -2.9327
H 2.8868 -1.9601 -5.3007
H -4.5735 -0.4670 -0.4924
H -6.6147 -3.6872 0.4030
H -0.9464 6.1278 -5.9485
H -1.9553 3.3035 -5.3077
O 2.5704 -1.5817 -4.4667
O 1.3391 1.0919 -5.0921
O -3.2643 3.9088 1.2627
C 4.7378 -2.5180 2.2961
H -4.2805 -3.7296 1.6430
H 1.8509 -4.2096 -1.0566
C -1.5466 -1.7170 4.3128
P -2.4428 -1.9586 1.5635
C 0.7749 -2.4255 -0.0380
H 2.9969 -2.1100 3.7656
C 1.9458 -3.5850 -0.0464
O -6.4874 -4.4723 0.9563
H -0.4540 -1.3503 4.0861
H -0.3762 -3.3031 -1.9248
C 3.9016 -2.8582 3.6689
H 5.3038 -3.4415 1.8334
N -1.9253 1.5513 0.0352
C -4.2471 -2.6233 1.2367
H -3.7100 -1.0743 3.6121
H 3.5658 -3.9940 3.6358
H 4.2584 -3.8436 -0.0448
H -0.0375 7.1041 -2.1377
H 0.4410 -2.1318 1.0648
I -5.1968 1.0255 1.6203
H 2.8085 -1.4620 1.6388
H 4.3561 -0.9140 0.6718
H -1.3792 4.2647 -1.7283
H 0.7438 4.0744 2.8310
H 4.2781 -2.4429 -3.4088
H -1.7684 -1.4531 5.4371
S -3.9114 3.2612 -1.7144
N 0.4412 2.6752 1.2153
H 0.0691 -3.8713 5.5485
H -0.6105 6.2040 -1.0455
O -0.0455 6.3987 -6.1813
H 0.8267 5.9465 -4.4494
H 0.1435 -2.7482 6.5803
O 0.5603 5.4319 -3.6728
O 0.8251 4.1518 3.7934
H 2.3781 -0.6578 -4.6870
O -6.7458 2.1343 -3.2146
O 5.2542 0.8361 0.3872
H -7.3882 -4.7432 1.1892
N -4.1882 0.3890 -0.0430
O 6.3517 -4.5280 0.0964
H 1.6180 1.9343 -4.7029
H -1.1329 -3.7787 -0.2581
H -5.8146 2.3076 -3.0103
H 0.3781 1.1810 -5.1790
O -1.3185 4.2799 -0.7148
H -2.4785 4.3251 1.7264
H 0.3735 1.7919 -1.2074
O -0.5167 7.1354 -1.2962
C 3.4853 -2.9432 -0.0956
H 4.7699 1.4266 0.9837
O 5.2391 -2.5320 -3.3219
H 1.1847 -1.4685 -0.6052
C 3.7817 -1.8639 1.1046
N -1.8973 -0.8985 0.2489
H -1.1585 -0.8405 -1.7912
*
```

(2)
Here is C12H5Cl6MnN2O8 as an isolated structure from the Open Molecules 2025 dataset. Energies are from wB97M-V/def2-TZVPD.

<S²>: 6.152
HOMO-LUMO gap (alpha / beta), eV: 7.0150 / 8.4334
Energy relative to the best compared isomer or geometry (same formula, charge and spin), kcal per mole: 22.8
HOMO level (alpha / beta), eV: -9.9 / -9.9
Lowest unoccupied orbital energy (alpha / beta), Ha: -0.107 / -0.055

```
! RIJCOSX wB97M-V def2-TZVPD def2/J DEFGRID3
* xyz 0 5
Cl -1.7829 2.0485 -2.1917
H 0.0982 -3.5709 1.5310
C 2.6100 -2.6840 2.1617
C 1.6144 -2.1547 1.1807
O 0.9633 -1.2338 -4.5925
Cl 0.1170 -0.2467 -4.0908
O -0.6559 -0.7437 -2.9686
H -2.3934 -2.3127 0.5153
O 0.9010 0.8342 -3.4969
C -1.6720 2.4337 -0.4858
H 3.8368 -1.2248 1.6821
Cl -0.9581 3.1317 3.8458
O -0.7425 0.2842 -5.0609
C -0.3828 2.0031 1.4575
C 1.5977 -1.0664 0.3360
C -2.2875 3.5074 1.5444
C -1.2267 2.8586 2.1801
O 2.3403 -3.6684 2.8024
C -0.3262 -2.0382 0.1252
C -2.5384 3.2783 0.1816
O 3.7346 -2.0174 2.2793
N 0.3878 -1.0167 -0.2989
Cl 0.9038 1.2356 2.2872
H -1.9913 -1.5943 -1.0627
Mn 0.3252 0.9497 -1.5167
C 2.5628 0.0412 0.0425
O 2.0672 0.9145 -0.7561
C -1.7008 -2.3356 -0.3221
Cl -3.2839 4.5825 2.4104
C -0.5700 1.7863 0.0874
Cl -3.8578 4.0271 -0.6027
H -1.7468 -3.3196 -0.7816
N 0.3868 -2.7472 1.0217
O 3.6701 0.0587 0.5557
*
```

Listing total energy for the structures above in their given order: -3634.8955; -5083.7003 Ha.